{
  "formula": "C4H12NP",
  "method": "ωB97M-V with the def2-TZVPD basis set",
  "total_energy_ha": -555.64456,
  "smiles": "CC(C)P(C)N",
  "e_above_lowest_kcal_mol": 45.1,
  "elements": ["P", "N", "C", "C", "C", "C", "H", "H", "H", "H", "H", "H", "H", "H", "H", "H", "H", "H"],
  "xyz": [[1.218, 0.138, -0.613], [1.901, 1.041, 0.685], [-1.236, 1.552, -0.328], [-0.845, 0.191, 0.117], [1.733, -1.656, 0.074], [-1.712, -0.874, -0.406], [1.122, -1.926, 0.878], [-1.183, -1.943, -0.045], [-0.618, 0.139, 1.205], [-1.461, 2.341, 0.429], [1.204, 1.599, 1.216], [2.621, 1.696, 0.287], [-1.821, -1.000, -1.398], [1.521, -2.337, -0.776], [-2.715, -0.861, 0.135], [-2.120, 1.607, -1.024], [2.768, -1.849, 0.331], [-0.377, 2.145, -0.765]],
  "forces_ev_per_a": [[-1.477, -2.521, 1.660], [0.287, 1.886, -0.141], [-0.253, 3.510, -0.548], [3.737, 0.631, -0.250], [-0.243, 0.997, -2.909], [0.588, -4.074, 5.578], [-1.024, -0.330, 1.381], [-1.559, 2.509, -0.869], [-0.489, -0.204, -0.674], [-0.368, -1.081, 0.288], [0.803, -0.481, -0.461], [-1.100, -0.722, 0.781], [-0.393, 0.229, -3.497], [-0.058, 0.168, 0.456], [1.039, -0.009, -0.863], [1.035, -0.292, 0.428], [0.277, 0.656, 0.027], [-0.801, -0.871, -0.387]],
  "mulliken_charge": [0.17, -0.56, -1.08, 0.01, -1.04, -1.31, 0.30, 0.24, 0.39, 0.31, 0.26, 0.27, 0.44, 0.31, 0.34, 0.30, 0.37, 0.27]
}



{
  "formula": "C36H36N10P2PrS4",
  "method": "ωB97M-V with the def2-TZVPD basis set",
  "total_energy_ha": -4733.55721,
  "total_charge": 1,
  "e_above_lowest_kcal_mol": 15.1,
  "spin_multiplicity": 3,
  "elements": ["Pr", "S", "S", "S", "S", "P", "P", "N", "N", "N", "N", "N", "N", "N", "N", "N", "N", "C", "C", "C", "C", "C", "C", "C", "C", "C", "C", "C", "C", "C", "C", "C", "C", "C", "C", "C", "C", "C", "C", "C", "C", "C", "C", "C", "C", "C", "C", "C", "C", "C", "C", "C", "C", "H", "H", "H", "H", "H", "H", "H", "H", "H", "H", "H", "H", "H", "H", "H", "H", "H", "H", "H", "H", "H", "H", "H", "H", "H", "H", "H", "H", "H", "H", "H", "H", "H", "H", "H", "H"],
  "xyz": [[-0.993, -0.634, 0.006], [-2.059, -2.874, -1.750], [0.326, -3.725, -3.387], [0.446, 2.104, -0.361], [-1.339, 0.528, -2.706], [-2.043, 0.543, 3.750], [0.170, 1.784, -2.312], [0.276, 0.131, 2.197], [-4.492, -0.575, -1.542], [-2.329, 1.345, 1.095], [0.454, -2.060, -1.418], [-3.636, 2.484, 2.455], [-2.740, -2.162, 3.981], [0.571, 1.529, 3.885], [-2.638, -1.468, 1.892], [1.441, -4.716, 1.789], [0.156, -3.000, 1.301], [1.727, 1.230, -3.079], [1.764, -2.262, -1.847], [-0.399, -2.799, -2.098], [-3.822, 2.997, 1.197], [-2.405, -1.136, 3.152], [2.930, 1.792, -2.661], [-4.308, 2.936, 3.668], [-3.000, 2.291, 0.369], [2.903, -1.691, -1.285], [1.750, 1.498, 3.188], [4.071, 0.676, -4.458], [-0.231, 5.635, -4.779], [3.147, -3.520, -3.403], [-0.477, -4.183, 0.941], [0.324, 2.366, 5.055], [4.272, -2.966, -2.817], [-3.202, -3.188, 3.199], [2.876, 0.095, -4.860], [2.397, -2.513, 2.381], [0.428, 4.531, -2.747], [-0.739, 4.438, -5.269], [1.318, -3.370, 1.812], [-0.072, 3.331, -3.240], [0.346, 5.682, -3.519], [-2.552, -2.230, 5.426], [-0.300, 0.703, 3.245], [0.302, -5.251, 1.234], [4.148, -2.052, -1.769], [-3.551, -0.523, -0.870], [1.551, 0.642, 2.153], [1.901, -3.162, -2.908], [-3.141, -2.742, 1.914], [-0.662, 3.285, -4.501], [4.099, 1.523, -3.358], [-2.729, 1.477, 2.347], [1.700, 0.376, -4.178], [5.256, -3.231, -3.182], [-4.497, 3.816, 1.005], [-1.434, -4.193, 0.459], [5.033, 1.971, -3.039], [2.246, 0.406, 1.366], [0.868, 4.562, -1.757], [2.938, 2.452, -1.801], [-3.526, -4.126, 3.620], [2.795, -0.962, -0.490], [-3.427, -3.247, 1.004], [-3.436, -2.658, 5.895], [2.489, -1.602, 1.807], [4.985, 0.459, -4.999], [-1.689, -2.848, 5.667], [-1.200, 4.403, -6.248], [3.353, -3.034, 2.348], [-2.844, 2.402, -0.694], [5.039, -1.609, -1.340], [1.024, 2.116, 5.851], [-1.070, 2.351, -4.870], [2.612, 2.084, 3.468], [-5.241, 3.420, 3.394], [-3.693, 3.649, 4.216], [2.183, -2.243, 3.417], [2.859, -0.578, -5.710], [0.162, -6.308, 1.084], [-4.532, 2.090, 4.310], [3.236, -4.224, -4.222], [-0.687, 2.203, 5.417], [0.732, 6.618, -3.134], [0.763, -0.073, -4.484], [-5.229, -0.708, -2.203], [2.242, -5.232, 2.102], [-2.394, -1.231, 5.821], [-0.291, 6.534, -5.380], [0.442, 3.416, 4.794]],
  "forces_ev_per_a": [[-0.222, -0.035, -0.021], [-0.105, 0.223, 0.078], [0.028, -0.078, 0.074], [0.052, -0.291, -0.045], [0.039, -0.062, 0.100], [0.052, 0.004, -0.137], [0.186, 0.198, -0.431], [0.147, 0.440, 0.129], [-0.121, 0.010, 0.161], [-0.246, 0.278, -0.065], [0.547, -0.208, -0.488], [-0.173, -0.069, 0.111], [0.056, 0.011, 0.092], [-0.106, 0.090, 0.083], [0.103, -0.258, 0.083], [-0.027, -0.048, -0.005], [-0.062, -0.201, -0.003], [-0.120, -0.113, -0.020], [-0.014, -0.003, 0.119], [0.264, -0.040, -0.053], [0.077, 0.055, 0.066], [-0.227, -0.116, 0.065], [0.010, 0.028, -0.078], [0.079, 0.070, -0.100], [0.035, -0.054, 0.037], [-0.086, 0.051, 0.017], [0.018, -0.016, 0.021], [0.023, -0.088, -0.011], [-0.017, -0.017, -0.006], [0.027, -0.019, -0.043], [0.076, 0.087, 0.089], [0.053, -0.028, -0.038], [0.015, 0.041, -0.048], [-0.004, 0.042, 0.083], [-0.009, -0.043, -0.006], [-0.109, -0.123, -0.006], [-0.039, 0.037, -0.009], [-0.017, -0.048, 0.016], [-0.036, 0.034, -0.006], [-0.102, -0.004, 0.141], [0.015, 0.019, 0.041], [-0.057, -0.078, -0.078], [0.180, -0.066, 0.204], [0.046, 0.016, -0.005], [0.001, 0.090, 0.013], [-0.250, 0.027, -0.209], [-0.020, -0.092, 0.038], [-0.111, -0.012, 0.032], [-0.013, 0.096, -0.089], [-0.011, 0.064, 0.023], [-0.007, -0.002, 0.113], [0.042, 0.095, -0.033], [0.082, -0.033, 0.080], [-0.047, -0.003, 0.008], [0.040, -0.082, 0.053], [-0.026, 0.027, -0.049], [-0.052, -0.023, -0.022], [-0.048, 0.003, -0.014], [0.006, 0.005, -0.025], [0.037, -0.012, -0.015], [0.039, 0.084, -0.026], [0.057, 0.016, -0.021], [0.040, 0.024, 0.070], [-0.027, 0.016, -0.042], [0.058, 0.024, -0.047], [-0.044, 0.023, 0.023], [0.023, 0.009, -0.039], [0.023, 0.006, 0.032], [-0.012, 0.001, 0.017], [-0.005, -0.019, 0.055], [-0.043, -0.018, -0.013], [0.018, -0.037, -0.034], [0.032, 0.034, -0.011], [-0.116, -0.025, 0.028], [-0.019, -0.012, -0.042], [0.045, 0.003, -0.017], [-0.001, 0.017, -0.028], [-0.002, 0.036, 0.044], [0.027, 0.071, 0.023], [-0.004, -0.062, 0.019], [0.009, 0.032, 0.039], [-0.021, -0.038, -0.015], [-0.006, -0.030, -0.010], [0.002, 0.003, -0.019], [0.014, 0.037, 0.009], [0.081, -0.011, 0.033], [-0.013, 0.063, -0.006], [0.000, -0.013, 0.008], [-0.007, -0.009, -0.040]],
  "mulliken_charge": [-0.12, -0.44, -0.36, -0.47, -0.60, -0.73, 0.91, 1.14, -0.07, 0.97, 0.96, 0.15, 0.24, 0.09, 0.47, -0.04, 0.83, 0.87, -1.91, 0.44, -0.68, 0.17, -0.54, -0.87, -0.83, 0.67, -1.24, -0.50, -0.45, -0.51, -0.51, -0.93, -0.59, -0.91, -0.66, -0.85, -0.41, -0.70, 0.09, 0.73, -0.64, -0.94, 0.19, -1.08, -1.23, -0.11, -0.50, 1.14, -0.86, -0.51, -0.69, -0.14, -0.36, 0.43, 0.47, 0.45, 0.42, 0.30, 0.38, 0.43, 0.51, 0.48, 0.77, 0.38, -0.15, 0.42, 0.32, 0.40, 0.52, 0.45, 0.45, 0.35, 0.41, 0.53, 0.34, 0.29, 0.27, 0.43, 0.46, 0.35, 0.46, 0.34, 0.40, 0.41, 0.22, 0.19, 0.33, 0.39, 0.35]
}



{
  "formula": "C20H36N4NbORb",
  "method": "ωB97M-V with the def2-TZVPD basis set",
  "total_energy_ha": -1158.44779,
  "total_charge": 2,
  "elements": ["Nb", "Rb", "O", "N", "N", "N", "N", "C", "C", "C", "C", "C", "C", "C", "C", "C", "C", "C", "C", "C", "C", "C", "C", "C", "C", "C", "C", "H", "H", "H", "H", "H", "H", "H", "H", "H", "H", "H", "H", "H", "H", "H", "H", "H", "H", "H", "H", "H", "H", "H", "H", "H", "H", "H", "H", "H", "H", "H", "H", "H", "H", "H", "H"],
  "xyz": [[-0.160, 0.472, 0.480], [-2.135, 2.867, 1.936], [-0.301, -1.094, 4.421], [0.761, 2.303, 0.457], [-2.053, 0.809, -0.052], [2.213, -1.845, -2.577], [-0.587, 0.238, 2.447], [2.036, 2.377, 1.234], [3.063, 3.224, 0.469], [1.019, -2.033, -3.350], [3.313, -2.710, -2.890], [-4.380, 1.479, -0.472], [-3.636, -0.905, -0.883], [-0.422, -0.483, 3.422], [2.577, 0.972, 1.440], [0.816, -4.377, 0.596], [-0.805, -2.603, 0.909], [1.249, -2.181, -0.327], [1.654, -3.502, -0.091], [2.085, -1.313, -1.221], [-3.475, 0.332, 0.009], [0.067, -1.705, 0.267], [-3.870, -0.042, 1.440], [0.229, 3.619, 0.019], [-0.422, -3.939, 1.070], [1.737, 3.028, 2.588], [-1.550, 1.150, -1.435], [-1.088, -4.636, 1.584], [0.450, -2.939, -3.058], [-1.777, -2.264, 1.281], [-1.834, 2.180, -1.714], [-3.147, -0.707, 1.931], [1.314, -2.147, -4.405], [2.635, -3.832, -0.451], [-3.560, -0.652, -1.948], [2.777, 4.282, 0.413], [-4.220, 2.415, 0.094], [-4.828, -0.581, 1.375], [1.675, -0.282, -1.326], [3.201, 2.845, -0.552], [-0.725, 3.515, -0.530], [-2.888, -1.672, -0.637], [-4.218, 1.705, -1.534], [0.933, 4.091, -0.683], [3.497, -2.658, -3.974], [0.086, 4.316, 0.876], [2.986, 0.559, 0.508], [-5.436, 1.195, -0.341], [1.807, 0.289, 1.867], [0.358, -1.159, -3.249], [3.108, -3.772, -2.641], [1.129, -5.412, 0.747], [3.114, -1.233, -0.828], [2.663, 3.082, 3.181], [-0.415, 1.096, -1.507], [1.002, 2.441, 3.162], [-4.634, -1.340, -0.714], [3.402, 1.018, 2.168], [1.349, 4.051, 2.466], [4.213, -2.386, -2.347], [4.034, 3.175, 0.985], [-1.928, 0.445, -2.190], [-4.058, 0.835, 2.085]],
  "forces_ev_per_a": [[-2.554, -0.193, 1.215], [-0.307, 0.645, 0.845], [-0.171, 1.090, -2.264], [-0.748, -1.196, 0.405], [2.696, -0.642, -0.868], [-0.063, 1.373, 0.714], [0.322, -0.045, -0.596], [0.089, 0.901, -0.396], [0.315, -0.064, 0.065], [-0.154, -0.367, -0.013], [0.273, -0.497, -0.080], [-0.105, 0.037, -0.111], [-0.147, -0.149, -0.100], [-0.083, -0.543, 1.844], [0.092, -0.139, -0.116], [0.309, 0.110, -0.128], [0.199, -0.567, 0.297], [-0.093, -0.491, 0.847], [0.034, 0.082, -0.133], [0.878, -0.985, -1.137], [-0.172, 0.099, 0.050], [0.522, 1.337, -0.828], [-0.087, -0.056, 0.211], [0.261, -0.289, -0.330], [-0.588, 0.386, 0.067], [-0.051, 0.027, 0.304], [-0.878, 0.003, 0.109], [0.212, 0.226, -0.216], [0.030, 0.246, -0.104], [0.418, -0.206, 0.057], [0.404, -0.430, 0.007], [-0.176, 0.221, -0.158], [-0.266, 0.114, 0.308], [-0.484, 0.000, 0.082], [-0.082, -0.170, 0.255], [0.090, -0.275, 0.082], [-0.111, -0.368, -0.159], [0.341, 0.237, 0.158], [-0.229, 0.171, 0.269], [-0.009, 0.047, 0.186], [0.406, -0.033, 0.320], [-0.202, 0.236, -0.095], [-0.102, -0.066, 0.211], [-0.307, -0.051, 0.267], [0.110, -0.036, 0.363], [0.155, -0.407, -0.522], [-0.159, 0.060, 0.230], [0.351, 0.114, -0.088], [0.501, 0.088, 0.022], [0.109, -0.156, -0.084], [0.174, 0.260, -0.097], [-0.124, 0.327, 0.021], [-0.360, 0.114, -0.093], [-0.343, 0.073, -0.156], [-0.543, 0.256, -0.294], [0.240, 0.085, -0.134], [0.339, 0.181, -0.150], [-0.365, -0.239, -0.174], [0.262, -0.274, 0.106], [-0.211, -0.136, -0.248], [-0.262, 0.038, -0.166], [0.287, 0.207, 0.314], [0.114, -0.324, -0.194]],
  "mulliken_charge": [-1.65, 1.05, -0.46, 0.54, 0.62, 0.19, -0.38, 1.58, -1.79, -0.77, -0.92, -1.33, -1.57, 0.81, -1.75, -0.82, -0.08, 1.29, -0.62, -1.58, 0.58, 1.49, -1.17, -1.41, -0.85, -1.56, -0.93, 0.46, 0.29, 0.32, 0.37, 0.12, 0.37, 0.54, 0.45, 0.45, 0.18, 0.49, 0.21, 0.44, 0.29, 0.35, 0.37, 0.33, 0.36, 0.50, 0.27, 0.45, 0.50, 0.13, 0.32, 0.42, 0.55, 0.46, 0.44, 0.24, 0.51, 0.55, 0.36, 0.29, 0.43, 0.44, 0.24]
}